Here is a structure of composition C33H28NO4P2V from the Open Molecules 2025 dataset. Energies are from the ωB97M-V functional and the def2-TZVPD basis.

Positions of all 69 atoms, in Å:
V -0.73 -0.72 0.81
O 1.04 -2.93 3.85
C 0.72 -2.28 2.79
O -0.42 -1.82 2.56
C 1.75 -2.12 1.75
C 3.04 -2.63 1.69
C 3.76 -2.42 0.51
C 3.18 -1.76 -0.57
C 1.88 -1.30 -0.41
N 1.22 -1.45 0.72
C 0.98 -0.66 -1.43
O 1.26 -0.22 -2.49
O -0.31 -0.66 -0.92
H 0.29 -3.05 4.47
H 3.45 -3.18 2.52
H 4.77 -2.80 0.43
H 3.70 -1.63 -1.51
C -2.23 2.15 2.38
C -0.96 1.73 3.14
P 0.31 1.24 1.91
C 1.82 0.86 2.78
C 1.80 0.36 4.09
C 2.98 0.05 4.73
C 4.20 0.22 4.07
C 4.23 0.72 2.78
C 3.04 1.04 2.13
C 0.58 2.67 0.86
C 1.13 3.81 1.47
C 1.33 4.95 0.72
C 0.99 4.97 -0.63
C 0.46 3.84 -1.23
C 0.25 2.69 -0.49
P -2.44 1.03 0.96
C -3.22 1.76 -0.46
C -4.22 2.72 -0.21
C -4.89 3.28 -1.28
C -4.57 2.91 -2.58
C -3.57 1.97 -2.82
C -2.89 1.39 -1.76
C -3.09 -0.56 1.44
C -2.99 -1.53 0.41
C -3.24 -2.87 0.69
C -3.61 -3.24 1.98
C -3.70 -2.29 2.99
C -3.41 -0.96 2.74
H -2.11 3.15 1.95
H -3.11 2.16 3.01
H -1.17 0.88 3.80
H -0.58 2.54 3.76
H 0.86 0.25 4.62
H 2.97 -0.31 5.75
H 5.12 -0.01 4.58
H 5.17 0.89 2.28
H 3.07 1.47 1.13
H 1.41 3.80 2.52
H 1.75 5.83 1.19
H 1.16 5.86 -1.21
H 0.21 3.85 -2.29
H -0.16 1.81 -0.98
H -4.48 3.01 0.80
H -5.66 4.02 -1.10
H -5.10 3.36 -3.41
H -3.32 1.69 -3.83
H -2.10 0.68 -1.96
H -2.85 -1.22 -0.63
H -3.20 -3.61 -0.10
H -3.84 -4.28 2.20
H -4.02 -2.58 3.98
H -3.49 -0.23 3.53

Values from the calculation:
Strongest force on any atom = 0.27 eV/A
Spin multiplicity = 2
DFT total energy = -88597.4826 eV
HOMO level (spin up / spin down) = -17.29 / -17.28 eV
Total charge = +3
LUMO energy (spin up / spin down) = -10.776 / -10.242 eV

Löwdin atomic charge list, values in e, 4 entries: 0.813 0.253 -0.401 0.001